No. 1
This record from the Open Molecules 2025 dataset describes a structure of composition C19H32F3N2O7Ti at a distorted geometry. The level of theory is ωB97M-V/def2-TZVPD.

The calculation puts the LUMO energy (alpha / beta) at 0.35 / 0.09 eV. The calculation puts the total energy at -68800.8897 eV. Its spin multiplicity is 4. The value obtained for the relative energy (zero: lowest compared OMol25 entry of this formula, charge and spin) is 0.00 kcal per mole.

Last column: Löwdin spin population.
Element x y z (Å)
Ti -8.39512 25.37385 -7.35728  2.22
C -9.74177 27.32195 -8.95155  0.00
O -9.95399 25.87072 -9.00686  0.03
O -8.81591 27.52655 -8.06158  0.03
C -9.38657 27.85001 -10.34014  0.00
F -8.38570 27.19109 -10.92218  0.00
F -10.44493 27.80792 -11.19595  0.00
F -9.05461 29.13642 -10.27532  0.00
C -11.08095 25.31738 -9.66520  0.00
C -10.92423 23.80424 -9.69371  0.00
H -11.85396 23.31758 -9.99227  0.00
H -10.13456 23.46917 -10.37378  0.00
H -10.61870 23.42302 -8.71407  0.00
H -11.23525 25.69779 -10.67175  0.00
H -11.99192 25.55295 -9.09517  0.00
H -10.70876 27.77474 -8.63660  0.00
O -7.67094 23.56209 -8.68776  0.04
C -7.13643 22.82458 -9.48787  0.04
O -6.04340 23.12067 -10.18031  0.01
C -5.42381 24.41010 -9.95310  0.01
C -5.81266 25.38260 -11.04917  0.00
C -7.64226 21.43361 -9.80355  0.00
H -4.35043 24.24794 -9.90282  0.00
H -5.78242 24.79387 -9.00087  0.01
H -5.21186 26.29224 -10.93828  0.00
H -6.83048 25.74419 -10.90406  0.00
H -5.64662 24.96209 -12.03824  0.00
H -8.09914 21.37038 -10.78739  0.00
H -8.39288 21.18184 -9.05656  0.00
H -6.79456 20.75280 -9.72139  0.00
C -2.41674 25.17535 -7.46826  0.01
C -2.69173 25.45212 -6.01004  0.02
C -3.95894 24.79452 -5.48614  0.05
C -5.15936 25.17347 -6.21253  0.16
N -6.14014 25.48031 -6.73307  0.09
H -3.15942 25.70241 -8.07162  0.00
H -2.49089 24.10980 -7.69620  0.00
H -1.41726 25.50080 -7.74892  0.00
H -2.67859 26.52374 -5.78932  0.00
H -1.84176 25.11971 -5.39451  0.00
H -4.14364 25.03390 -4.43277  0.01
H -3.85424 23.70291 -5.53574  0.01
C -9.68476 19.92145 -6.24310  0.00
C -8.29584 20.39025 -5.88510  0.01
C -8.26687 21.61559 -4.96059  0.02
C -8.88930 22.76568 -5.60150  0.05
N -9.42069 23.62428 -6.14539  0.06
H -9.69251 18.92033 -6.66746  0.00
H -10.16407 20.59618 -6.95805  0.00
H -10.33764 19.94594 -5.36556  0.00
H -7.67641 20.55837 -6.77217  0.00
H -7.71046 19.60246 -5.39225  0.00
H -7.23267 21.88152 -4.73830  0.01
H -8.77727 21.41373 -4.01885  0.00
C -7.68087 26.44628 -1.66289  0.00
C -6.35563 26.60521 -2.41128  0.00
O -6.72151 26.35312 -3.76405  0.01
C -8.06199 26.49500 -3.89779  0.01
O -8.67519 26.45452 -4.90507  0.03
O -8.63754 26.69051 -2.67910  0.00
H -7.81298 27.14863 -0.84666  0.00
H -7.79661 25.42430 -1.29149  0.00
H -5.56872 25.92851 -2.08958  0.00
H -5.97549 27.62768 -2.32778  0.00

***

No. 2
This record from the Open Molecules 2025 dataset describes a structure of composition C44H42BBrN6O3P2S2Ti at a distorted geometry. The level of theory is ωB97M-V/def2-TZVPD.

The calculation puts the LUMO energy (alpha / beta) at -2.96 / -2.94 eV. As for the net charge: +1. The calculation puts the total energy at -195474.4520 eV. Its spin multiplicity is 2. The value obtained for the relative energy (zero: lowest compared OMol25 entry of this formula, charge and spin) is 0.00 kcal per mole.

Last column: Löwdin spin population.
Element x y z (Å)
Ti -0.81062 0.97850 0.18198  0.93
C -3.23640 -1.98855 2.65797  0.00
N -3.87117 -1.88226 1.34868  0.00
C -4.60398 -2.89771 0.77256  0.00
C -5.05564 -2.42156 -0.39990  0.00
N -4.60700 -1.12208 -0.54422  0.00
B -4.96712 -0.39167 -1.92359  0.00
N -4.45874 1.07308 -1.98225  0.00
C -5.27826 2.18692 -2.00661  0.00
C -4.49905 3.27095 -2.18240  0.00
N -3.19399 2.80759 -2.25398  0.00
C -2.02059 3.63741 -2.53142  0.00
C -3.19438 1.46601 -2.13406  0.00
S -1.79397 0.45184 -2.09219  0.01
C -3.90778 -0.78874 0.54421  0.00
S -3.22910 0.75110 1.03110  -0.01
H -2.88905 -3.01065 2.78906  0.00
H -3.93593 -1.72904 3.45084  0.00
H -2.39433 -1.30899 2.69692  0.00
H -4.70876 -3.86413 1.23780  0.00
H -5.64303 -2.89700 -1.16921  0.00
H -4.43211 -1.04244 -2.79780  0.00
H -6.17692 -0.35976 -2.01524  0.00
H -6.34632 2.10027 -1.90633  0.00
H -4.73950 4.31757 -2.25857  0.00
H -2.35508 4.66990 -2.59468  0.00
H -1.56954 3.33699 -3.47329  0.00
H -1.28171 3.54210 -1.74418  0.00
Br -2.26591 5.96249 0.93431  0.00
C -0.44578 5.41884 0.96255  0.00
C 0.53367 6.33784 1.33027  0.00
C 1.83951 5.89227 1.36167  0.00
C 2.12177 4.57070 1.02770  0.00
C 1.07215 3.76936 0.65194  0.00
N -0.19915 4.17821 0.62198  0.00
C 1.29967 2.31857 0.25674  0.00
O 2.12135 1.63908 0.80700  0.00
O 0.48550 1.91321 -0.72978  -0.01
H 0.27000 7.35703 1.57527  0.00
H 2.63636 6.56948 1.64348  0.00
H 3.12761 4.17008 1.05004  0.00
O -0.55283 1.41061 2.04805  0.04
N -0.76660 2.20279 3.07973  0.00
C -1.82907 3.00882 3.12270  0.00
C -2.01262 3.82384 4.22774  0.00
C -1.09528 3.79575 5.25619  0.00
C 0.00310 2.95362 5.16610  0.00
C 0.15150 2.15542 4.05348  0.00
H -2.48992 2.98295 2.27272  0.00
H -2.87596 4.47413 4.24798  0.00
H -1.22682 4.43183 6.12372  0.00
H 0.75060 2.90446 5.94516  0.00
H 0.97057 1.47432 3.86930  0.00
C 1.37471 -1.53536 -1.32136  0.00
P 0.37440 -1.29273 0.21121  0.01
C -0.62240 -2.82121 0.14909  0.00
C -1.60071 -2.95139 -0.84011  0.00
C -2.30518 -4.13833 -0.97046  0.00
C -2.05704 -5.19842 -0.10679  0.00
C -1.10407 -5.06438 0.89324  0.00
C -0.38495 -3.88090 1.02212  0.00
C 1.46744 -1.55258 1.63385  0.00
C 0.96648 -1.24231 2.89937  0.00
C 1.72380 -1.47461 4.03793  0.00
C 3.00318 -2.00955 3.92069  0.00
C 3.50721 -2.32297 2.66711  0.00
C 2.73829 -2.10578 1.52710  0.00
P 2.62916 -0.30048 -1.96473  0.00
C 4.15740 -1.13985 -1.40613  0.00
C 5.01354 -0.42886 -0.56850  0.00
C 6.16455 -1.02460 -0.05570  0.00
C 6.46772 -2.33733 -0.38442  0.00
C 5.62323 -3.05727 -1.22649  0.00
C 4.47894 -2.45961 -1.73285  0.00
C 2.52366 -0.76846 -3.74046  0.00
C 3.65184 -1.04375 -4.51294  0.00
C 3.54145 -1.24391 -5.88555  0.00
C 2.30530 -1.16392 -6.51016  0.00
C 1.17757 -0.86757 -5.75537  0.00
C 1.28853 -0.66194 -4.38688  0.00
H 0.59921 -1.60333 -2.08124  0.00
H 1.83784 -2.51709 -1.22801  0.00
H -1.82291 -2.12868 -1.50869  0.00
H -3.05382 -4.23003 -1.74929  0.00
H -2.60973 -6.12501 -0.21016  0.00
H -0.90283 -5.88692 1.56775  0.00
H 0.36576 -3.79599 1.79867  0.00
H -0.02709 -0.82104 2.99209  0.00
H 1.31717 -1.24683 5.01736  0.00
H 3.60060 -2.18735 4.80651  0.00
H 4.49995 -2.74439 2.56649  0.00
H 3.15039 -2.36665 0.56088  0.00
H 4.76166 0.59254 -0.29972  0.00
H 6.82145 -0.46281 0.59751  0.00
H 7.36364 -2.80258 0.00764  0.00
H 5.86233 -4.08025 -1.49089  0.00
H 3.82770 -3.02562 -2.39238  0.00
H 4.62831 -1.10753 -4.04778  0.00
H 4.42851 -1.46599 -6.46658  0.00
H 2.22120 -1.32341 -7.57856  0.00
H 0.20828 -0.78756 -6.23318  0.00
H 0.39499 -0.39672 -3.82847  0.00

***

No. 3
This record from the Open Molecules 2025 dataset describes a cluster of 2 separate species, C44H51N5OP in total at a distorted geometry. The level of theory is ωB97M-V/def2-TZVPD.

The calculation puts the LUMO energy at -4.68 eV. As for the net charge: +1. The calculation puts the total energy at -65236.4909 eV. Its spin multiplicity is 1. The value obtained for the relative energy (zero: lowest compared OMol25 entry of this formula, charge and spin) is 0.00 kcal per mole.

Last column: Löwdin charge in e.
Element x y z (Å)
C 5.55469 -6.98498 3.81414  -0.05
C 4.34651 -6.20331 3.37602  -0.26
C 3.44016 -5.70810 4.31655  -0.01
C 2.31828 -4.95998 3.95500  -0.19
C 1.40500 -4.54073 5.06608  -0.04
C 2.11822 -4.64946 2.58864  -0.19
N 0.93355 -3.96279 2.12162  -0.27
P 0.70969 -2.28105 1.65680  1.00
H 0.62443 -2.13243 0.06806  -0.09
N -0.95200 -2.46439 2.16071  -0.28
C -1.84924 -1.45016 2.65387  -0.20
C -2.57969 -0.70890 1.71526  -0.22
C -2.36165 -0.94562 0.25850  -0.05
C -3.53942 0.20075 2.15655  -0.01
C -3.80771 0.37754 3.51535  -0.26
C -4.83263 1.38541 3.96152  -0.05
C -3.10717 -0.41227 4.43218  0.00
C -2.14446 -1.33800 4.03066  -0.19
C -1.47652 -2.16851 5.08402  -0.04
C -1.33293 -3.79533 2.15257  -0.16
C -0.28002 -4.63194 2.12893  -0.17
C 2.98303 -5.19950 1.63120  -0.22
C 2.68525 -4.99777 0.18533  -0.06
C 4.08632 -5.95553 2.02544  0.00
H 6.13407 -7.29587 2.93977  0.07
H 6.21233 -6.38874 4.46175  0.09
H 5.28156 -7.88839 4.37668  0.09
H 3.61261 -5.92278 5.37281  0.13
H 0.45099 -4.15537 4.71097  0.04
H 1.19441 -5.38828 5.73573  0.09
H 1.87309 -3.76497 5.68981  0.10
H -3.02781 -0.28055 -0.29820  0.08
H -1.32961 -0.74005 -0.04209  0.04
H -2.58494 -1.98383 -0.01823  0.09
H -4.10206 0.77049 1.41735  0.12
H -4.92509 1.40695 5.05257  0.08
H -4.56287 2.39708 3.62804  0.09
H -5.82552 1.16035 3.54792  0.09
H -3.32163 -0.30124 5.49616  0.12
H -1.87251 -1.88427 6.06763  0.08
H -1.66070 -3.24199 4.96741  0.08
H -0.39308 -2.01363 5.11460  0.08
H -2.36968 -4.05509 2.31333  0.13
H -0.30663 -5.70449 2.26818  0.13
H 3.44543 -5.51847 -0.40384  0.08
H 1.69655 -5.39066 -0.08477  0.09
H 2.70676 -3.93530 -0.07515  0.06
H 4.74739 -6.36789 1.26027  0.12
C -0.31807 5.18739 -5.44578  0.00
N 0.06881 4.43822 -4.27185  -0.03
C 0.20557 5.05831 -3.06264  -0.37
O 0.05273 6.26242 -2.86175  0.10
C 0.59860 3.99358 -2.05632  -0.15
C -0.33869 3.94631 -0.83423  -0.08
C -0.27885 5.19304 -0.03781  -0.19
C 0.81740 5.73658 0.61559  -0.03
N 0.45513 6.95716 1.16019  0.09
C -0.89016 7.20705 0.87704  -0.19
C -1.67517 8.31926 1.16193  -0.02
C -2.99741 8.32200 0.68586  -0.08
C -3.49132 7.23760 -0.06525  -0.09
C -2.69294 6.12586 -0.35572  -0.03
C -1.38536 6.10568 0.12689  -0.14
N 0.54247 2.75552 -2.83792  0.05
C 0.79951 1.56810 -2.23507  0.03
C 0.74412 0.33300 -2.87589  -0.06
C 0.91489 -0.94306 -2.32133  0.05
C 0.99775 -2.10371 -3.17474  -0.19
C 1.40939 -3.37684 -2.69734  0.00
C 1.47372 -4.48880 -3.53379  -0.04
C 1.12771 -4.36526 -4.88869  -0.04
C 0.73277 -3.12125 -5.39829  -0.06
C 0.66177 -2.01614 -4.56017  -0.01
C 0.20758 2.98448 -4.25454  -0.46
C -1.12509 2.32578 -4.64128  0.02
C 1.31937 2.56701 -5.23078  0.02
H -0.38511 6.24344 -5.17003  0.10
H 0.42576 5.07931 -6.24725  0.10
H -1.29521 4.86150 -5.83318  0.10
H 1.63445 4.19089 -1.71783  0.18
H -1.36982 3.79985 -1.19921  0.13
H -0.07230 3.06928 -0.21879  0.12
H 1.81719 5.32780 0.69772  0.12
H 1.07168 7.56216 1.68814  0.16
H -1.24270 9.13825 1.73727  0.11
H -3.64539 9.17478 0.90076  0.10
H -4.52045 7.26697 -0.41970  0.10
H -3.04279 5.27658 -0.94282  0.10
H 1.07352 1.66220 -1.17790  0.15
H 0.49770 0.43176 -3.93272  0.05
H 1.11357 -1.05616 -1.25758  0.06
H 1.68847 -3.45536 -1.65117  0.06
H 1.83665 -5.44308 -3.14310  0.12
H 1.19771 -5.22038 -5.55653  0.12
H 0.51255 -2.98269 -6.45789  0.12
H 0.34198 -1.06592 -4.99517  0.10
H -1.92859 2.72628 -4.00802  0.11
H -1.34721 2.55013 -5.69176  0.10
H -1.08691 1.24039 -4.51639  0.07
H 2.21245 3.17857 -5.04780  0.11
H 1.58448 1.51205 -5.11837  0.08
H 0.97733 2.73613 -6.26070  0.10